No. 1
Computed, not measured: C33H53N2O2P2STi as an isolated structure at a distorted geometry, with ωB97M-V/def2-TZVPD.

```
94
C33H53N2O2P2STi ωB97M-V/def2-TZVPD
H 2.99 -0.10 -5.29
C 2.72 3.07 -0.51
H -0.83 2.78 -4.72
Ti -0.16 0.03 0.37
H -1.00 2.11 2.74
C 2.55 0.50 -4.47
C 5.75 -2.68 -2.10
H -1.09 -2.81 2.05
C 0.75 -2.17 3.10
H -0.22 -1.71 -3.98
C -1.49 1.66 -2.94
H -1.95 0.29 -4.63
H -0.49 3.58 -3.17
H 2.34 -1.84 4.59
H 1.92 1.56 4.88
H -3.58 -1.12 0.13
N 1.42 -0.98 -0.53
H 4.92 0.63 -1.56
H -3.53 3.01 1.93
H 4.11 2.46 2.55
H -0.62 0.49 -5.70
P 0.19 0.65 -2.56
P 0.61 -0.35 2.74
C 1.35 -2.34 4.51
H 0.67 1.75 -5.56
H 2.71 -2.59 2.25
C 2.40 0.21 2.61
C -1.13 -1.16 -0.84
H -3.38 1.05 -3.89
H 1.52 -0.04 5.57
C 1.66 -2.85 2.07
C 5.83 -1.27 -1.93
C 3.48 -0.99 -1.64
H 1.57 -3.94 2.16
O -1.60 -2.03 -1.47
C 2.40 1.44 1.72
H 2.63 1.55 -4.84
H -2.50 -0.28 -3.06
H 1.40 -1.86 -3.24
C 1.05 0.07 -4.24
C -1.21 2.94 -3.71
N 1.45 1.47 0.75
S -3.25 0.65 1.75
H 2.38 -2.81 -1.55
C -4.21 -0.38 0.63
H 3.18 0.39 -3.57
C -0.64 -2.85 3.06
H 0.65 2.61 3.17
H 4.27 -4.26 -1.98
C 1.89 1.09 -1.81
C -2.37 0.63 -3.68
C 0.45 0.66 -5.53
H 2.87 3.57 -1.53
H -1.60 0.94 5.55
C 0.02 0.76 4.15
C 2.21 -0.30 -1.34
C 1.11 0.92 5.23
H 2.48 1.64 -2.57
H 4.22 4.11 0.57
C 0.85 -1.45 -4.11
H -4.95 -0.90 1.27
H -5.12 2.13 1.85
H -4.10 2.39 0.33
H -3.14 2.64 -1.87
H -2.56 1.14 -1.09
C 3.49 3.29 0.61
C 3.42 2.39 1.69
H -1.08 -0.73 5.36
H -1.36 -2.41 3.78
H 0.69 -1.97 5.31
C 4.74 -0.42 -1.70
H -0.51 -3.92 3.33
H -2.16 3.52 -3.79
C -1.26 0.20 4.80
O -1.82 0.87 1.03
H -4.72 0.26 -0.10
C 3.35 -2.38 -1.70
H 0.66 1.40 6.10
H 6.83 -0.93 -2.00
H 1.51 -3.41 4.70
H 1.20 -1.96 -5.04
C -4.09 2.19 1.43
H 6.61 -3.36 -2.24
C -0.26 2.15 3.56
H -2.07 0.06 4.08
H 0.99 0.20 -6.38
H -1.59 2.64 -0.95
C 1.88 1.96 -0.51
H 2.91 0.34 3.56
C -2.22 2.04 -1.64
H 2.91 -0.61 2.10
H -0.66 2.79 4.35
H 1.42 -2.54 1.05
C 4.47 -3.18 -1.94
```

Values from the calculation:
Gap between HOMO and LUMO (spin up / spin down): 5.459 / 5.554 eV
Energy relative to the best compared isomer or geometry (same formula, charge and spin): 43.2 kcal per mole
Charge: +3
E: -3478.517023 Ha
HOMO level (spin up / spin down): -16.104 / -16.137 eV

=====

No. 2
Computed, not measured: one molecule with the formula C4H9N3 at a distorted geometry, with ωB97M-V/def2-TZVPD.

```
16
C4H9N3 ωB97M-V/def2-TZVPD
H 0.18 -1.34 2.14
H -2.47 0.54 -1.22
N 0.25 -0.51 0.17
H -1.60 -0.94 -0.88
H -1.16 -1.65 0.94
C -0.53 -0.94 1.37
H 2.24 2.04 -0.27
H 2.23 -0.54 -0.58
N 0.23 1.60 -0.71
C 1.59 -0.02 0.24
C 1.38 1.38 -0.24
H 1.98 -0.01 1.34
C -1.52 -0.01 -1.36
N -0.55 0.54 -0.39
H -1.02 -0.04 1.80
H -1.22 -0.10 -2.37
```

Values from the calculation:
SMILES: CN1CC=NN1C
Gap between HOMO and LUMO: 8.624 eV
Energy relative to the best compared isomer or geometry (same formula, charge and spin): 84.6 kcal per mole
Charge: 0
E: -321.955599 Ha
HOMO level: -7.573 eV

=====

No. 3
Computed, not measured: a 2-piece molecular cluster, C9H19NOS overall at a distorted geometry, with ωB97M-V/def2-TZVPD.

```
31
C9H19NOS ωB97M-V/def2-TZVPD
S -0.98 1.58 -1.93
H 0.35 4.39 -0.16
C 1.63 -2.05 0.05
N -0.34 3.20 -1.52
H 0.08 2.69 0.37
H 1.53 -1.37 -0.78
C -2.77 2.70 0.45
C 0.13 -3.78 -0.79
H -2.23 4.58 -0.31
H 0.24 -3.26 -1.81
C -0.38 3.54 -0.13
H 3.06 -2.19 1.67
C 2.74 -1.50 0.96
H 0.92 -5.11 1.27
H -0.87 -3.68 -0.32
H -1.69 4.41 1.29
H -0.41 3.95 -2.28
H 0.40 -4.93 -0.98
C -0.63 0.33 -0.98
C -1.83 3.87 0.31
H 2.44 -4.16 1.82
H -2.34 1.89 1.12
O -1.06 1.46 -3.31
H 3.48 -1.10 0.25
H 0.85 -3.51 2.28
H -0.44 0.64 0.13
C 1.37 -4.08 1.47
C 1.14 -3.30 0.15
H 2.30 -0.50 1.45
H -2.85 2.28 -0.51
H -3.82 3.01 0.77
```

Values from the calculation:
SMILES: C#S(=O)NCCC.CC=C(C)C
Gap between HOMO and LUMO: 7.805 eV
Energy relative to the best compared isomer or geometry (same formula, charge and spin): 157.9 kcal per mole
Charge: 0
E: -882.246680 Ha
HOMO level: -8.407 eV

=====

No. 4
Computed, not measured: a 2-piece molecular cluster, C13H15NO overall at a distorted geometry, with ωB97M-V/def2-TZVPD.

```
30
C13H15NO ωB97M-V/def2-TZVPD
H 2.96 0.79 0.05
C -2.15 1.06 -0.88
H 1.03 2.00 1.27
C 0.84 -2.47 0.23
C 2.41 -0.22 0.14
N -0.86 1.13 -1.36
H 4.13 -1.41 0.79
C 2.99 -1.43 0.54
H 2.78 -3.47 0.97
O -0.53 3.10 0.63
C 0.32 -1.29 -0.31
H -4.05 0.74 -1.70
H -2.48 0.39 -4.18
C 1.05 -0.11 -0.27
C -2.19 0.63 -3.10
C 2.17 -2.55 0.69
C -3.01 0.80 -1.95
H -0.03 0.70 -3.41
C -0.90 0.80 -2.70
H -1.42 -0.02 2.43
H 0.94 1.65 -1.46
H -0.82 0.49 4.09
H 0.45 0.06 2.94
C -0.65 -0.16 3.27
H 0.08 -3.26 0.24
H -0.84 -1.22 3.65
C 0.24 2.18 0.55
C 0.41 1.24 -0.62
H -2.22 1.30 0.13
H -0.67 -1.44 -0.66
```

Values from the calculation:
SMILES: O=C[C@@H](c1ccccc1)n1cccc1.C
Gap between HOMO and LUMO: 8.738 eV
Energy relative to the best compared isomer or geometry (same formula, charge and spin): 51.0 kcal per mole
Charge: 0
E: -634.277689 Ha
HOMO level: -8.306 eV

=====

No. 5
Computed, not measured: a 2-piece molecular cluster, C6H11Cl2 overall at a distorted geometry, with ωB97M-V/def2-TZVPD.

```
19
C6H11Cl2 ωB97M-V/def2-TZVPD
C -0.12 -1.58 -0.53
C 1.23 -0.81 -0.66
H -1.71 1.78 1.92
H -0.04 -2.57 -0.03
H -0.29 0.96 2.49
H -0.11 2.48 1.66
C 1.01 0.55 0.03
Cl -1.31 1.71 -0.91
H -0.62 -0.91 1.39
C -0.49 0.80 0.33
H 1.43 1.33 -0.60
H -2.08 -0.82 0.27
C -0.99 -0.68 0.38
H 1.50 -0.69 -1.72
H 1.97 -1.42 -0.15
Cl 0.34 -0.47 -5.06
C -0.68 1.55 1.67
H 1.44 0.50 1.03
H -0.50 -1.72 -1.53
```

Values from the calculation:
Gap between HOMO and LUMO (spin up / spin down): 11.068 / 6.115 eV
2S+1: 2
Energy relative to the best compared isomer or geometry (same formula, charge and spin): 0.0 kcal per mole
Charge: 0
E: -1155.532937 Ha
HOMO level (spin up / spin down): -10.149 / -10.149 eV

=====

No. 6
Computed, not measured: one molecule with the formula C5H8OS at a distorted geometry, with ωB97M-V/def2-TZVPD.

```
15
C5H8OS ωB97M-V/def2-TZVPD
H 2.01 1.98 0.14
H -1.73 0.75 -0.89
C -1.33 0.23 -0.02
H -0.30 -2.83 0.44
H 0.60 0.05 -1.58
H 0.49 2.14 -1.21
H -0.35 -1.44 1.60
C 1.13 0.11 -0.55
H 0.31 0.80 1.40
C 0.02 0.71 0.36
C 1.04 1.61 -0.43
H -2.09 0.21 0.65
S 1.54 -1.49 -0.01
C -0.20 -1.73 0.48
O -1.13 -1.07 -0.37
```

Values from the calculation:
SMILES: C1OC[C@@H]2C[C@H]2S1
Gap between HOMO and LUMO: 9.465 eV
Energy relative to the best compared isomer or geometry (same formula, charge and spin): 93.4 kcal per mole
Charge: 0
E: -668.589657 Ha
HOMO level: -8.512 eV

=====

Repeat the first record exactly.
Computed, not measured: C33H53N2O2P2STi as an isolated structure at a distorted geometry, with ωB97M-V/def2-TZVPD.

```
94
C33H53N2O2P2STi ωB97M-V/def2-TZVPD
H 2.99 -0.10 -5.29
C 2.72 3.07 -0.51
H -0.83 2.78 -4.72
Ti -0.16 0.03 0.37
H -1.00 2.11 2.74
C 2.55 0.50 -4.47
C 5.75 -2.68 -2.10
H -1.09 -2.81 2.05
C 0.75 -2.17 3.10
H -0.22 -1.71 -3.98
C -1.49 1.66 -2.94
H -1.95 0.29 -4.63
H -0.49 3.58 -3.17
H 2.34 -1.84 4.59
H 1.92 1.56 4.88
H -3.58 -1.12 0.13
N 1.42 -0.98 -0.53
H 4.92 0.63 -1.56
H -3.53 3.01 1.93
H 4.11 2.46 2.55
H -0.62 0.49 -5.70
P 0.19 0.65 -2.56
P 0.61 -0.35 2.74
C 1.35 -2.34 4.51
H 0.67 1.75 -5.56
H 2.71 -2.59 2.25
C 2.40 0.21 2.61
C -1.13 -1.16 -0.84
H -3.38 1.05 -3.89
H 1.52 -0.04 5.57
C 1.66 -2.85 2.07
C 5.83 -1.27 -1.93
C 3.48 -0.99 -1.64
H 1.57 -3.94 2.16
O -1.60 -2.03 -1.47
C 2.40 1.44 1.72
H 2.63 1.55 -4.84
H -2.50 -0.28 -3.06
H 1.40 -1.86 -3.24
C 1.05 0.07 -4.24
C -1.21 2.94 -3.71
N 1.45 1.47 0.75
S -3.25 0.65 1.75
H 2.38 -2.81 -1.55
C -4.21 -0.38 0.63
H 3.18 0.39 -3.57
C -0.64 -2.85 3.06
H 0.65 2.61 3.17
H 4.27 -4.26 -1.98
C 1.89 1.09 -1.81
C -2.37 0.63 -3.68
C 0.45 0.66 -5.53
H 2.87 3.57 -1.53
H -1.60 0.94 5.55
C 0.02 0.76 4.15
C 2.21 -0.30 -1.34
C 1.11 0.92 5.23
H 2.48 1.64 -2.57
H 4.22 4.11 0.57
C 0.85 -1.45 -4.11
H -4.95 -0.90 1.27
H -5.12 2.13 1.85
H -4.10 2.39 0.33
H -3.14 2.64 -1.87
H -2.56 1.14 -1.09
C 3.49 3.29 0.61
C 3.42 2.39 1.69
H -1.08 -0.73 5.36
H -1.36 -2.41 3.78
H 0.69 -1.97 5.31
C 4.74 -0.42 -1.70
H -0.51 -3.92 3.33
H -2.16 3.52 -3.79
C -1.26 0.20 4.80
O -1.82 0.87 1.03
H -4.72 0.26 -0.10
C 3.35 -2.38 -1.70
H 0.66 1.40 6.10
H 6.83 -0.93 -2.00
H 1.51 -3.41 4.70
H 1.20 -1.96 -5.04
C -4.09 2.19 1.43
H 6.61 -3.36 -2.24
C -0.26 2.15 3.56
H -2.07 0.06 4.08
H 0.99 0.20 -6.38
H -1.59 2.64 -0.95
C 1.88 1.96 -0.51
H 2.91 0.34 3.56
C -2.22 2.04 -1.64
H 2.91 -0.61 2.10
H -0.66 2.79 4.35
H 1.42 -2.54 1.05
C 4.47 -3.18 -1.94
```

Values from the calculation:
Gap between HOMO and LUMO (spin up / spin down): 5.459 / 5.554 eV
Energy relative to the best compared isomer or geometry (same formula, charge and spin): 43.2 kcal per mole
Charge: +3
E: -3478.517023 Ha
HOMO level (spin up / spin down): -16.104 / -16.137 eV

=====

Question: What is the energy relative to the best compared isomer or geometry (same formula, charge and spin) in the third record?
Answer: 157.9 kcal per mole

=====

Copy entry 5 word for word.
Computed, not measured: a 2-piece molecular cluster, C6H11Cl2 overall at a distorted geometry, with ωB97M-V/def2-TZVPD.

```
19
C6H11Cl2 ωB97M-V/def2-TZVPD
C -0.12 -1.58 -0.53
C 1.23 -0.81 -0.66
H -1.71 1.78 1.92
H -0.04 -2.57 -0.03
H -0.29 0.96 2.49
H -0.11 2.48 1.66
C 1.01 0.55 0.03
Cl -1.31 1.71 -0.91
H -0.62 -0.91 1.39
C -0.49 0.80 0.33
H 1.43 1.33 -0.60
H -2.08 -0.82 0.27
C -0.99 -0.68 0.38
H 1.50 -0.69 -1.72
H 1.97 -1.42 -0.15
Cl 0.34 -0.47 -5.06
C -0.68 1.55 1.67
H 1.44 0.50 1.03
H -0.50 -1.72 -1.53
```

Values from the calculation:
Gap between HOMO and LUMO (spin up / spin down): 11.068 / 6.115 eV
2S+1: 2
Energy relative to the best compared isomer or geometry (same formula, charge and spin): 0.0 kcal per mole
Charge: 0
E: -1155.532937 Ha
HOMO level (spin up / spin down): -10.149 / -10.149 eV